The following is a DFT calculation (ωB97M-V with the def2-TZVPD basis set) of a 14-piece molecular cluster, C42H112O14 overall.

Cartesian coordinates (Å):
1 C 1.1241 -0.4521 0.7244
2 C -0.2714 0.2787 0.7226
3 C -0.8569 0.5126 -0.6789
4 O -1.2888 -0.3137 1.4890
5 H 0.9690 -1.5301 0.6799
6 H 1.7809 -0.2989 1.5806
7 H 1.7137 -0.2760 -0.1754
8 H -0.1164 1.2773 1.1309
9 H -1.7369 -0.0886 -0.9074
10 H -0.1251 0.3122 -1.4615
11 H -1.2348 1.5184 -0.8620
12 H -2.1188 0.1654 1.5450
13 C 6.5001 -2.6791 -0.0919
14 C 5.4022 -2.8046 0.9643
15 C 5.7397 -2.2253 2.3043
16 O 4.2841 -2.0724 0.4774
17 H 6.9919 -1.7071 -0.0565
18 H 6.1003 -2.8404 -1.0930
19 H 7.3120 -3.3955 0.0339
20 H 4.9749 -3.8044 1.0414
21 H 6.1509 -2.9333 3.0239
22 H 4.8232 -1.8138 2.7272
23 H 6.5563 -1.5035 2.2880
24 H 4.5384 -1.2128 0.1340
25 C 2.3254 -3.0836 -2.0382
26 C 2.1636 -4.3612 -1.1918
27 C 3.2599 -5.3869 -1.4472
28 O 2.3217 -4.0741 0.1545
29 H 3.2256 -2.5143 -1.8064
30 H 1.4896 -2.4090 -1.8524
31 H 2.2683 -3.3268 -3.0992
32 H 1.1834 -4.8321 -1.2667
33 H 3.2915 -6.2453 -0.7763
34 H 4.2564 -4.9688 -1.3047
35 H 3.1197 -5.7695 -2.4582
36 H 3.0029 -3.4020 0.2312
37 C 1.9081 -4.8152 5.1158
38 C 2.5504 -3.4587 4.8352
39 C 1.9851 -2.8030 3.5816
40 O 2.1743 -2.5782 5.8733
41 H 1.8667 -5.0046 6.1884
42 H 2.4437 -5.6342 4.6356
43 H 0.8960 -4.9154 4.7239
44 H 3.6363 -3.5485 4.8649
45 H 0.9203 -2.5723 3.5485
46 H 2.2036 -3.4442 2.7276
47 H 2.5019 -1.9010 3.2540
48 H 1.2236 -2.6340 5.9947
49 C -1.4225 -3.7420 0.4460
50 C -2.2762 -3.8733 1.6948
51 C -2.4550 -5.3289 2.2252
52 O -1.7461 -3.1350 2.7333
53 H -0.3586 -3.9729 0.4995
54 H -1.5694 -2.7466 0.0268
55 H -1.7840 -4.4183 -0.3286
56 H -3.2123 -3.3369 1.5392
57 H -1.5648 -5.7086 2.7267
58 H -2.7855 -5.9478 1.3911
59 H -3.1657 -5.4143 3.0473
60 H -1.4835 -2.3120 2.3146
61 C -2.3333 5.8777 -0.0766
62 C -2.7689 5.5926 1.4110
63 C -1.8431 4.5379 2.1062
64 O -2.6565 6.8298 2.0314
65 H -2.9189 6.7082 -0.4709
66 H -2.4480 5.0838 -0.8147
67 H -1.2779 6.1156 -0.2099
68 H -3.8022 5.2463 1.4332
69 H -2.3183 4.4759 3.0852
70 H -0.7956 4.7977 2.2590
71 H -1.9587 3.5800 1.5992
72 H -2.4283 6.5801 2.9299
73 C -1.9066 -2.3398 -2.9572
74 C -2.1002 -1.2490 -4.0205
75 C -0.8851 -1.0725 -5.0653
76 O -3.3528 -1.4440 -4.6431
77 H -2.7462 -2.1288 -2.2949
78 H -1.0178 -2.2489 -2.3327
79 H -2.0479 -3.3502 -3.3408
80 H -2.1296 -0.2967 -3.4909
81 H -1.2030 -0.2700 -5.7309
82 H -0.8452 -1.9976 -5.6402
83 H -0.0018 -1.0031 -4.4304
84 H -3.2431 -2.1386 -5.2967
85 C -5.3247 0.2691 -2.4354
86 C -5.8898 -0.1483 -1.0329
87 C -5.2683 -1.4249 -0.4247
88 O -5.7111 0.9217 -0.1503
89 H -4.2587 0.4955 -2.4144
90 H -5.7741 1.1370 -2.9179
91 H -5.4484 -0.5117 -3.1859
92 H -6.9408 -0.3629 -1.2262
93 H -4.1827 -1.3766 -0.3393
94 H -5.5432 -2.2799 -1.0423
95 H -5.7509 -1.5613 0.5431
96 H -6.4305 1.5490 -0.2538
97 C -0.5717 -0.4932 5.1196
98 C -1.2935 -1.5629 5.8797
99 C -2.7931 -1.4055 5.8091
100 O -1.0077 -2.8224 5.3488
101 H -0.9004 -0.4078 4.0838
102 H 0.4986 -0.6527 4.9880
103 H -0.7551 0.4801 5.5747
104 H -0.9538 -1.5997 6.9148
105 H -3.0590 -0.5337 6.4069
106 H -3.3691 -2.2307 6.2278
107 H -3.1440 -1.2865 4.7840
108 H -1.4716 -2.9398 4.5166
109 C -1.2177 2.8050 -4.3673
110 C -2.4842 2.6179 -5.2243
111 C -3.7198 3.0651 -4.4854
112 O -2.3247 3.2992 -6.4656
113 H -0.9537 3.8618 -4.3273
114 H -0.4320 2.4037 -5.0073
115 H -1.2994 2.3387 -3.3854
116 H -2.6763 1.5585 -5.3945
117 H -3.9339 2.5077 -3.5736
118 H -4.5881 2.9555 -5.1352
119 H -3.6176 4.1219 -4.2388
120 H -2.2945 4.2442 -6.2995
121 C 6.5540 1.6819 -0.8506
122 C 5.3995 1.2425 -0.0002
123 C 4.4448 2.4128 0.3407
124 O 4.5811 0.3361 -0.6846
125 H 6.3122 2.2019 -1.7775
126 H 7.2010 0.8474 -1.1211
127 H 7.1050 2.3935 -0.2356
128 H 5.7941 0.7941 0.9115
129 H 4.4247 3.1872 -0.4261
130 H 4.8251 3.0470 1.1414
131 H 3.4675 2.0527 0.6620
132 H 4.0718 0.8022 -1.3516
133 C 4.2655 1.7749 -4.8993
134 C 3.1588 1.3813 -3.9387
135 C 2.9611 -0.1282 -3.8198
136 O 3.6168 1.7764 -2.7121
137 H 5.1822 1.2501 -4.6304
138 H 4.4676 2.8459 -4.9075
139 H 4.0310 1.4353 -5.9082
140 H 2.2127 1.8813 -4.1462
141 H 2.4624 -0.3661 -2.8803
142 H 3.8944 -0.6903 -3.8526
143 H 2.3256 -0.6434 -4.5400
144 H 4.0499 2.6234 -2.8406
145 C 0.9717 3.9899 -1.1759
146 C 1.4088 5.4635 -1.2917
147 C 2.0018 5.9755 -0.0544
148 O 2.3865 5.6054 -2.3025
149 H 1.7639 3.3024 -0.8794
150 H 0.5710 3.6380 -2.1265
151 H 0.1081 3.9097 -0.5156
152 H 0.5889 6.1328 -1.5524
153 H 1.2405 6.2977 0.6559
154 H 2.6254 6.8662 -0.1316
155 H 2.5127 5.2000 0.5164
156 H 1.9077 5.5173 -3.1299
157 C -5.2255 2.3794 2.8852
158 C -4.5270 1.0166 2.8835
159 C -5.4629 -0.2104 3.0924
160 O -3.8448 0.7566 1.6665
161 H -4.4974 3.1866 2.8045
162 H -5.7542 2.5755 3.8181
163 H -5.8677 2.5446 2.0201
164 H -3.8004 0.9748 3.6949
165 H -5.9223 -0.1852 4.0805
166 H -4.9078 -1.1318 2.9166
167 H -6.2700 -0.2159 2.3598
168 H -4.5080 0.8592 0.9799

lowest unoccupied orbital energy (spin up / spin down)	-1.71 / -8.79	eV
largest force on an atom	0.0676	Eh/bohr
charge	+1
2S+1	2
gap between HOMO and LUMO (spin up / spin down)	9.85 / 2.43	eV

Löwdin population analysis, charges in e, atoms 1 to 5:
1. C 0.021
2. C -0.330
3. C 0.008
4. O 0.143
5. H 0.077

=====

The following is a DFT calculation (ωB97M-V with the def2-TZVPD basis set) of a 10-piece molecular cluster, C42H114N10O11 overall.

Cartesian coordinates (Å):
1 C 4.2994 0.0962 -7.1509
2 O 3.9981 -0.1332 -5.7910
3 C 4.5217 -1.3612 -5.3455
4 C 4.1414 -1.6294 -3.8925
5 N 2.8243 -2.2418 -3.8303
6 C 2.4191 -2.3641 -2.4284
7 C 1.2930 -3.3522 -2.2282
8 O 0.0987 -2.8119 -2.7561
9 C -1.0832 -3.4562 -2.3297
10 H 3.8887 -0.7258 -7.7460
11 H 5.3682 0.1816 -7.3739
12 H 3.8550 1.0187 -7.5183
13 H 5.6188 -1.2675 -5.3586
14 H 4.3610 -2.2833 -5.9159
15 H 4.2183 -0.6492 -3.3959
16 H 4.9287 -2.2448 -3.4548
17 H 2.1556 -1.7645 -4.4198
18 H 2.1426 -1.4252 -1.9349
19 H 3.2925 -2.7964 -1.9342
20 H 1.2029 -3.5245 -1.1487
21 H 1.4503 -4.3443 -2.6658
22 H -1.0111 -4.5421 -2.4751
23 H -1.8728 -3.0439 -2.9538
24 H -1.2700 -3.2937 -1.2670
25 C -1.8286 -2.8144 3.3326
26 C -0.4168 -2.9429 2.8408
27 C -0.2444 -3.6736 1.5065
28 O -0.0139 -5.0310 1.8257
29 C 0.5419 -5.7904 0.7676
30 N 0.2184 -1.6080 2.8064
31 H -2.2306 -3.8373 3.3141
32 H -2.4321 -2.2098 2.6497
33 H -2.0100 -2.5126 4.3634
34 H 0.2041 -3.4804 3.5687
35 H 0.5906 -3.2370 0.9536
36 H -1.1879 -3.6001 0.9504
37 H 0.6904 -6.8355 1.0091
38 H 1.4775 -5.2784 0.5057
39 H -0.0541 -5.6986 -0.1492
40 H 1.1942 -1.6392 3.0686
41 H -0.2286 -0.9597 3.4428
42 C 1.4154 2.0162 -3.7562
43 C 1.4964 2.4219 -5.2354
44 C 2.8125 3.1137 -5.6788
45 O 2.9138 4.3522 -4.9734
46 C 4.0950 5.0226 -5.3742
47 N 1.3353 1.1695 -5.9766
48 H 1.4321 2.9130 -3.1261
49 H 2.2468 1.3852 -3.4340
50 H 0.4826 1.5177 -3.4999
51 H 0.6324 3.0424 -5.4781
52 H 2.7319 3.2804 -6.7553
53 H 3.6232 2.4825 -5.3050
54 H 4.9671 4.3676 -5.2696
55 H 4.2031 5.9252 -4.7762
56 H 4.0508 5.3115 -6.4319
57 H 1.0413 1.3529 -6.9286
58 H 2.1599 0.5714 -5.9594
59 C -4.4791 -0.4561 -4.2637
60 C -4.0905 -0.9183 -5.6698
61 C -5.2743 -1.0335 -6.6642
62 O -6.3461 -1.8173 -6.1814
63 C -6.0907 -3.1968 -6.2755
64 N -3.2853 0.1621 -6.2360
65 H -5.0832 0.4453 -4.1725
66 H -3.5211 -0.2573 -3.7709
67 H -4.9389 -1.2073 -3.6179
68 H -3.5440 -1.8655 -5.6152
69 H -4.9094 -1.4229 -7.6225
70 H -5.6485 -0.0265 -6.8412
71 H -5.2224 -3.5997 -5.7467
72 H -5.9835 -3.5283 -7.3154
73 H -6.9705 -3.7174 -5.8980
74 H -2.5875 0.5226 -5.5866
75 H -2.6394 -0.1740 -6.9510
76 C -1.3095 0.1529 -1.3201
77 C -1.0243 0.6981 0.0881
78 C 0.4440 0.4032 0.4381
79 O 0.8884 1.1824 1.5133
80 C 2.2802 1.2784 1.6881
81 N -1.0937 2.1820 -0.0534
82 H -1.2802 -0.9424 -1.2364
83 H -0.6720 0.4505 -2.1486
84 H -2.3375 0.3740 -1.6183
85 H -1.7579 0.4544 0.8601
86 H 1.0368 0.6691 -0.4517
87 H 0.6024 -0.6714 0.5444
88 H 2.5358 2.1187 2.3253
89 H 2.8143 1.3565 0.7322
90 H 2.6585 0.3238 2.0723
91 H -1.8451 2.6045 0.4758
92 H -0.2099 2.5349 0.2851
93 C -0.2920 2.2776 4.3523
94 C -0.8305 1.5235 5.5592
95 C -2.2118 1.9611 6.0123
96 O -2.0635 3.2524 6.5755
97 C -3.2298 3.9221 6.9646
98 N -0.6203 0.0839 5.3600
99 H -0.8334 2.0729 3.4188
100 H 0.7572 2.2050 4.0804
101 H -0.5113 3.3493 4.4274
102 H -0.1559 1.9021 6.3341
103 H -2.5380 1.2348 6.7650
104 H -2.9316 2.0828 5.1935
105 H -3.7772 3.4841 7.8083
106 H -3.9991 3.8907 6.1798
107 H -2.9486 4.9470 7.1825
108 H -0.4173 -0.3809 6.2420
109 H -1.4985 -0.3628 5.0998
110 C -2.6890 5.5025 -1.1694
111 C -3.6862 4.3735 -1.5301
112 C -4.4844 3.8719 -0.3532
113 O -3.6031 3.5241 0.6956
114 C -4.2689 3.0954 1.8843
115 N -4.5822 4.9089 -2.5982
116 H -2.0469 5.2491 -0.3200
117 H -3.2400 6.4065 -0.9133
118 H -2.0092 5.5449 -2.0204
119 H -3.0947 3.5441 -1.9264
120 H -4.9249 2.9150 -0.6631
121 H -5.2527 4.6022 -0.0688
122 H -4.8959 2.2387 1.6269
123 H -4.9076 3.9202 2.2152
124 H -3.4971 2.9250 2.6289
125 H -3.9350 5.3251 -3.2578
126 H -5.0472 5.6834 -2.1288
127 C 2.8327 3.2760 6.0616
128 C 2.5898 4.7719 5.9517
129 C 1.9207 5.2772 4.6614
130 O 2.8890 5.1765 3.6072
131 C 2.4244 5.6095 2.3505
132 N 1.8952 5.2489 7.1546
133 H 3.6830 3.0936 6.7174
134 H 3.2252 2.8855 5.1146
135 H 1.9595 2.6678 6.2847
136 H 3.5287 5.3329 5.9896
137 H 1.5618 6.3128 4.6888
138 H 1.1243 4.6284 4.2705
139 H 3.2851 5.5032 1.6963
140 H 2.1188 6.6634 2.3886
141 H 1.5394 5.0651 2.0022
142 H 1.9798 6.2520 7.2428
143 H 0.9181 4.9825 7.0659
144 C 6.6853 -2.0825 5.7481
145 C 7.0820 -3.1686 4.7416
146 C 6.1216 -3.2453 3.5503
147 O 5.9236 -2.0068 2.9192
148 C 5.1205 -2.1166 1.7526
149 N 8.4110 -2.7165 4.2399
150 H 7.4840 -1.7969 6.4313
151 H 5.8615 -2.4184 6.3835
152 H 6.3744 -1.1716 5.2300
153 H 6.9956 -4.0738 5.3446
154 H 5.1494 -3.5142 4.0072
155 H 6.3463 -4.0632 2.8561
156 H 5.0395 -1.0750 1.4473
157 H 4.1557 -2.5767 1.9717
158 H 5.6050 -2.6451 0.9274
159 H 8.5797 -3.1741 3.3521
160 H 8.3463 -1.7190 4.0932
161 C -4.7171 -7.2153 0.0217
162 C -3.8586 -5.9823 0.2287
163 C -4.3756 -4.6964 -0.3688
164 O -3.5053 -3.5852 -0.2555
165 C -4.1723 -2.3542 -0.1330
166 N -3.5706 -5.8486 1.6813
167 H -5.5685 -7.2116 0.7097
168 H -4.1729 -8.1262 0.2791
169 H -5.1129 -7.4516 -0.9682
170 H -2.8984 -6.2050 -0.2484
171 H -5.4156 -4.4775 -0.0910
172 H -4.5209 -4.8438 -1.4529
173 H -4.7090 -2.1688 -1.0723
174 H -3.3567 -1.6261 -0.0977
175 H -4.8028 -2.1923 0.7455
176 H -4.4554 -5.5744 2.1249
177 H -3.1436 -4.9163 1.7477

lowest unoccupied orbital energy	0.44	eV
largest force on an atom	0.0562	Eh/bohr
charge	0
SMILES string	COC[C@H](C)N.COC[C@H](C)N.COC[C@H](C)N.COC[C@H](C)N.COC[C@H](C)N.COC[C@H](C)N.COC[C@H](C)N.COC[C@H](C)N.COC[C@H](C)N.COCCNCCOC
gap between HOMO and LUMO	8.88	eV

Löwdin population analysis, charges in e, atoms 1 to 5:
1. C -0.111
2. O -0.224
3. C -0.237
4. C -0.224
5. N -0.039

=====

Calculated calculated total energy in order - -74024.052; -82817.902 eV
Calculated relative energy (zero: lowest compared OMol25 entry of this formula, charge and spin) in order - 1.255; 3.073 eV